A structure of composition C41H49BrN3O3S2Zr in a non-equilibrium geometry, computed with ωB97M-V/def2-TZVPD.

Last column: Mulliken charge in e.
Cartesian coordinates (Å):
Zr (0.531, 0.186, 0.175)  -0.045
C (-1.660, 2.990, -0.731)  -1.000
N (-2.081, 1.699, -1.285)  1.282
C (-3.443, 1.468, -0.785)  -1.541
C (-4.110, 0.117, -1.043)  -1.197
C (-3.331, -1.089, -0.477)  -0.485
N (-2.500, -0.620, 0.592)  0.689
C (-2.719, -0.946, 1.790)  -0.711
C (-2.027, -0.328, 2.922)  1.266
C (-2.426, -0.704, 4.205)  -0.809
C (-1.924, -0.086, 5.335)  -0.979
C (-1.020, 0.959, 5.174)  -0.381
C (-0.611, 1.356, 3.915)  -0.797
C (-1.072, 0.701, 2.768)  0.236
O (-0.615, 1.083, 1.580)  0.159
C (-2.055, 1.753, -2.747)  -1.154
C (-1.881, 0.426, -3.479)  -1.128
C (-0.509, -0.234, -3.349)  -0.687
N (-0.344, -1.001, -2.115)  1.268
C (-0.382, -2.267, -2.269)  -1.398
C (-0.286, -3.292, -1.241)  1.362
C (-0.392, -4.632, -1.625)  -0.824
C (-0.325, -5.650, -0.696)  -0.857
C (-0.145, -5.324, 0.651)  -0.569
C (-0.034, -4.013, 1.061)  -0.911
C (-0.101, -2.971, 0.119)  -0.534
O (-0.004, -1.732, 0.494)  1.162
H (-2.274, 3.818, -1.126)  0.374
H (-0.617, 3.187, -0.961)  0.099
H (-1.754, 2.960, 0.352)  0.307
H (-4.101, 2.259, -1.192)  0.578
H (-3.402, 1.613, 0.293)  0.509
H (-4.341, -0.030, -2.100)  0.399
H (-5.076, 0.183, -0.533)  0.467
H (-2.675, -1.504, -1.243)  -0.178
H (-4.029, -1.883, -0.165)  0.569
H (-3.508, -1.672, 2.050)  0.061
H (-3.157, -1.501, 4.300)  0.351
H (-2.235, -0.403, 6.322)  0.383
H (-0.614, 1.467, 6.041)  0.432
H (0.114, 2.150, 3.789)  0.525
H (-1.228, 2.399, -3.046)  0.554
H (-2.973, 2.247, -3.112)  0.447
H (-2.027, 0.645, -4.543)  0.571
H (-2.656, -0.292, -3.210)  0.197
H (0.270, 0.527, -3.375)  -0.675
H (-0.364, -0.899, -4.210)  0.703
H (-0.506, -2.672, -3.284)  0.123
H (-0.528, -4.860, -2.677)  0.402
H (-0.405, -6.683, -1.006)  0.387
H (-0.087, -6.115, 1.389)  0.428
H (0.121, -3.740, 2.096)  0.481
S (1.881, -0.673, 2.284)  -0.377
C (2.434, 0.747, 3.151)  0.343
C (2.737, 0.655, 4.511)  -0.656
C (3.115, 1.769, 5.242)  -0.581
C (3.199, 3.008, 4.616)  -0.626
C (2.914, 3.110, 3.263)  -0.500
C (2.535, 1.995, 2.513)  0.252
S (2.221, 2.128, 0.796)  -0.481
H (2.643, -0.309, 4.995)  0.423
H (3.336, 1.671, 6.299)  0.343
H (3.484, 3.890, 5.177)  0.345
H (2.976, 4.070, 2.763)  0.442
C (7.623, 0.502, -2.969)  -1.648
C (6.560, 0.489, -4.076)  1.952
C (6.636, -0.845, -4.830)  -1.739
C (6.878, 1.609, -5.067)  -2.086
C (5.182, 0.656, -3.440)  -0.030
C (4.661, -0.340, -2.624)  -0.365
C (3.431, -0.166, -2.036)  -0.040
Br (2.797, -1.553, -0.923)  0.004
C (2.617, 0.980, -2.175)  0.725
O (1.421, 1.016, -1.607)  0.932
C (3.169, 2.011, -2.976)  -1.000
C (4.411, 1.797, -3.582)  -0.545
C (2.507, 3.363, -3.296)  2.618
C (1.302, 3.677, -2.424)  -2.007
C (3.506, 4.519, -3.098)  -1.905
C (2.042, 3.342, -4.761)  -1.830
H (8.621, 0.348, -3.390)  0.450
H (7.436, -0.285, -2.237)  0.350
H (7.612, 1.455, -2.439)  0.338
H (7.615, -0.955, -5.302)  0.465
H (5.870, -0.896, -5.606)  0.369
H (6.493, -1.696, -4.164)  0.316
H (7.849, 1.421, -5.530)  0.438
H (6.931, 2.581, -4.574)  0.363
H (6.130, 1.668, -5.860)  0.403
H (5.204, -1.256, -2.434)  0.436
H (4.789, 2.586, -4.212)  0.298
H (1.545, 3.646, -1.361)  0.311
H (0.514, 2.958, -2.607)  -0.183
H (0.929, 4.675, -2.673)  0.474
H (3.955, 4.472, -2.106)  0.347
H (2.978, 5.471, -3.188)  0.485
H (4.306, 4.525, -3.838)  0.403
H (1.308, 2.548, -4.918)  0.227
H (2.877, 3.166, -5.441)  0.356
H (1.577, 4.295, -5.026)  0.481

Output
**Relative energy (zero: lowest compared OMol25 entry of this formula, charge and spin)**: 3.1 kcal per mole
**Total energy**: -5399.44101 a.u.
**Molar mass**: 867.1 u
**Net charge**: -1
**E_HOMO**: -0.142 Eh
**2S+1**: 1